# 1
88
Properties=species:S:1:pos:R:3 method="wB97M-V/def2-TZVPD" charge=-1 homo_lumo_gap_ev=7.753 homo_ev=-5.966
C -7.53752 0.17643 -0.03185
C -7.24951 1.35915 -1.16893
F -6.27166 0.81991 -2.14661
S -6.56797 2.84620 -0.18189
O -7.43308 2.86264 1.13874
O -6.85000 4.20730 -0.87983
N -4.91324 2.62173 0.33306
S -3.76691 2.97700 -0.93560
O -3.04332 4.32294 -0.61587
O -4.37607 3.12421 -2.35063
C -2.39181 1.65686 -1.00460
C -2.91992 0.21285 -1.60327
O -3.00347 -0.88868 -0.83329
H -8.62798 0.35230 0.40090
H -7.37667 -0.89429 -0.47960
H -6.75271 0.32071 0.82907
H -8.25480 1.65798 -1.68969
H -1.85898 1.54567 0.04002
H -1.59663 2.06591 -1.79226
H -3.17274 0.20052 -2.76818
C -0.83860 -2.56566 0.01404
O 0.51466 -2.19022 -0.13419
P 1.42272 -2.00130 1.18159
O 2.83945 -1.59822 0.92482
O 1.25461 -3.40158 1.96396
C 1.77336 -4.55691 1.33668
O 0.57528 -0.97201 2.08555
C 1.03407 -0.73698 3.40054
H -1.01023 -3.48396 -0.55375
H -1.10900 -2.74420 1.05876
H -1.47528 -1.77466 -0.38864
H 2.48512 -4.30632 0.54500
H 0.94391 -5.12644 0.90850
H 2.27541 -5.16963 2.08741
H 2.00277 -1.20912 3.58889
H 0.29940 -1.13738 4.10389
H 1.12661 0.34011 3.55793
C 3.13867 -6.97945 -3.59382
O 2.32622 -7.05294 -2.44109
P 2.02611 -8.49250 -1.78602
O 1.15281 -8.47015 -0.57260
O 3.49462 -9.11410 -1.54467
C 4.32439 -8.46170 -0.60487
O 1.45794 -9.36130 -3.01773
C 1.26115 -10.74264 -2.79844
H 3.97962 -6.31253 -3.38615
H 3.53138 -7.95665 -3.88926
H 2.55300 -6.56669 -4.41832
H 3.75351 -7.80117 0.05388
H 5.07184 -7.87389 -1.14478
H 4.83287 -9.21548 -0.00126
H 1.41183 -11.01848 -1.75059
H 1.96813 -11.29930 -3.41898
H 0.24340 -11.00832 -3.09349
C 2.58547 4.63146 -0.63234
O 1.75899 3.57749 -1.07992
P 1.67992 3.26074 -2.65629
O 0.77562 2.13158 -3.03413
O 3.22233 3.05626 -3.08094
C 3.90139 1.94659 -2.52881
O 1.30411 4.68283 -3.31291
C 1.33154 4.77194 -4.72225
H 3.29718 4.23211 0.09505
H 3.14397 5.09800 -1.44896
H 1.96694 5.38878 -0.14543
H 3.20776 1.20415 -2.12406
H 4.55856 2.29935 -1.72920
H 4.50751 1.48147 -3.30814
H 1.49133 3.79749 -5.19311
H 2.14088 5.44611 -5.01419
H 0.38203 5.18435 -5.07126
C 0.91285 4.24149 5.78587
O 1.48527 4.71277 4.58401
P 0.57049 5.54985 3.55736
O 1.26227 6.00179 2.31127
O -0.02529 6.74280 4.46458
C 0.89484 7.68754 4.97271
O -0.70634 4.59698 3.31974
C -1.78781 5.13528 2.58791
H 1.49854 4.62527 6.62539
H -0.12537 4.56381 5.90685
H 0.95052 3.14985 5.79589
H 1.84810 7.65704 4.43744
H 1.06883 7.47422 6.03098
H 0.46350 8.68549 4.87729
H -1.55097 6.11616 2.16532
H -2.64766 5.23283 3.25567
H -2.04402 4.45057 1.77614

---

# 2
76
Properties=species:S:1:pos:R:3 method="wB97M-V/def2-TZVPD" charge=+1 e_above_lowest_ev=1.305 homo_lumo_gap_ev=8.602 homo_ev=-10.471
Mg -1.84674 1.24557 -1.08553
O -1.14316 0.20700 0.28499
H -0.55384 -0.13199 0.93363
C 2.36167 -0.61122 0.03809
C 3.52388 0.33883 0.40901
C 4.92513 -0.28772 0.16756
O 5.33881 0.32987 -1.06499
C 4.45642 1.23609 -1.46819
O 4.51830 1.88830 -2.47410
O 3.47954 1.39812 -0.57127
H 1.64660 -0.16826 -0.64987
H 1.80983 -0.89369 0.93358
H 2.71514 -1.52840 -0.44205
H 3.39661 0.80407 1.38426
H 4.78361 -1.36709 0.21146
H 5.68207 -0.02963 0.90452
C -3.56126 0.97917 2.21942
S -4.57675 1.21155 0.72564
O -3.53689 1.42640 -0.35979
C -5.11615 -0.55194 0.59313
H -3.98183 1.46833 3.09380
H -2.59991 1.45549 1.98916
H -3.19593 -0.03719 2.36585
H -4.18133 -1.01573 0.26353
H -5.82008 -0.52385 -0.23368
H -5.40172 -0.99021 1.54126
C 0.38190 3.19840 -4.12022
S 0.95925 2.00177 -2.82280
O -0.31365 1.46567 -2.19170
C 1.36227 0.62859 -3.98388
H 1.09211 3.06515 -4.93105
H 0.24264 4.20816 -3.75535
H -0.57352 2.72463 -4.34847
H 0.55101 0.56518 -4.70649
H 1.34443 -0.22495 -3.31410
H 2.29460 0.92035 -4.46189
C 0.59453 4.74772 -0.39842
S -0.57025 3.96900 0.76726
O -1.34215 3.01921 -0.08643
C 0.68341 2.95790 1.57964
H 1.32323 5.29214 0.20401
H -0.00140 5.44708 -0.97914
H 1.09513 3.96906 -0.96573
H 1.65064 3.38513 1.86196
H 1.02691 2.08043 1.01947
H 0.30165 2.50482 2.49612
C 1.91413 0.20037 5.72672
S 1.42593 0.35194 3.95599
O 2.38657 -0.53182 3.20741
C -0.22383 -0.45048 4.17761
H 2.63339 0.99235 5.90402
H 2.37559 -0.78627 5.71069
H 1.03360 0.23783 6.35944
H -0.13246 -1.31497 4.83841
H -0.55422 -0.89444 3.23804
H -0.89728 0.31681 4.54935
C -4.42201 -2.12119 -2.84703
S -3.85044 -0.38455 -3.03966
O -2.51284 -0.20237 -2.34741
C -3.47326 -0.43430 -4.82402
H -3.71780 -2.76734 -3.38109
H -5.42873 -2.20417 -3.23544
H -4.18339 -2.37857 -1.81589
H -2.53536 -0.96682 -4.98455
H -3.30483 0.57384 -5.19718
H -4.31864 -0.91663 -5.30925
C 1.69187 -6.09123 1.79894
S 2.17204 -4.39274 1.32131
O 2.81562 -4.39372 -0.03686
C 0.54504 -3.60736 1.08319
H 2.59800 -6.54157 2.18986
H 1.29184 -6.66572 0.95875
H 0.85937 -6.12245 2.50441
H 0.65428 -2.94277 0.22761
H 0.16483 -3.02604 1.91913
H -0.23179 -4.31294 0.77532

---

# 3
74
Properties=species:S:1:pos:R:3 method="wB97M-V/def2-TZVPD" charge=+2 e_above_lowest_ev=0.290 multiplicity=3 homo_lumo_gap_ev="10.557 / 8.360" homo_ev="-14.726 / -14.819"
Ni -0.47091 0.06137 -0.59854
C -1.82157 4.22693 -1.59592
N -1.94459 2.85095 -1.08328
C -3.24337 2.25129 -1.44932
P -1.35164 2.58029 0.42689
O -1.58526 1.11361 0.73933
O 0.21255 2.92570 0.26068
P 1.53164 2.04898 -0.06358
O 1.29810 0.57007 0.16618
N 1.71710 2.29890 -1.67465
C 2.72203 1.43147 -2.32210
C 1.84011 3.69137 -2.13878
N 2.66233 2.66114 0.89146
C 2.71765 4.08410 1.24639
C 3.55657 1.79652 1.68381
N -1.79732 3.57285 1.60573
C -3.11926 3.35430 2.22563
C -1.23395 4.90794 1.84367
H -1.89127 4.21558 -2.68300
H -0.86158 4.66093 -1.32277
H -2.62160 4.86326 -1.20745
H -3.29251 2.17212 -2.53577
H -4.07935 2.87186 -1.11722
H -3.35005 1.26043 -1.01583
H 2.62685 0.40494 -1.97612
H 3.73989 1.78098 -2.12725
H 2.55633 1.45900 -3.39852
H 1.10501 4.33058 -1.65500
H 1.65706 3.72167 -3.21197
H 2.84076 4.08825 -1.94545
H 2.11847 4.68529 0.56724
H 3.74713 4.43206 1.17938
H 2.35575 4.23580 2.26463
H 3.48868 0.76360 1.35606
H 3.29034 1.85105 2.74002
H 4.58277 2.13735 1.55518
H -3.44793 2.32754 2.08116
H -3.86264 4.03706 1.81194
H -3.03232 3.53109 3.29627
H -0.23614 4.99220 1.42455
H -1.16543 5.06834 2.91886
H -1.87099 5.68274 1.41408
C 1.14004 -4.73815 2.84009
C 0.09089 -5.58885 2.13204
C 0.62518 -6.17819 0.83066
C -1.21542 -4.82334 1.92324
N -1.05347 -3.69315 0.97802
C -0.64419 -2.45372 1.19241
N -0.60317 -1.83744 0.03076
N -1.04039 -2.72789 -0.89469
N -1.30704 -3.84100 -0.33343
H 2.02373 -5.33272 3.06801
H 0.76791 -4.32577 3.78092
H 1.47965 -3.91243 2.20589
H -0.19027 -6.41289 2.79410
H 0.94732 -5.39380 0.14005
H -0.12109 -6.78919 0.32109
H 1.49309 -6.80596 1.02957
H -1.58782 -4.39301 2.85179
H -1.99441 -5.44911 1.49538
H -0.36032 -2.04910 2.14940
C 0.63429 -1.72433 -3.99369
Sb -0.65712 -0.32937 -3.09025
C -0.45573 1.34373 -4.36193
C -2.53203 -1.09069 -3.69593
H 0.47574 -1.68305 -5.07024
H 0.38308 -2.71463 -3.61997
H 1.67362 -1.49851 -3.76637
H -0.99636 1.14311 -5.28561
H 0.59573 1.50299 -4.59235
H -0.85890 2.23241 -3.87926
H -2.56753 -1.07095 -4.78401
H -3.35025 -0.49687 -3.29534
H -2.61474 -2.11485 -3.34012

---

# 4
83
Properties=species:S:1:pos:R:3 method="wB97M-V/def2-TZVPD" charge=+1 homo_lumo_gap_ev=4.299 homo_ev=-11.566
O 1.61271 4.28240 -3.44015
V 0.20964 4.67011 -2.84109
O 0.46322 5.11156 -1.32610
O -1.52716 -0.17580 -6.15694
V -2.50295 0.93025 -5.60206
O -3.84751 0.23698 -5.28574
C -0.70609 0.24272 -0.27924
C -1.80735 0.63228 -1.27829
C -3.04568 1.05722 -0.53528
O -1.39846 1.52736 -2.28222
H -0.48536 1.01853 0.45390
H 0.16360 -0.06108 -0.86187
H -1.07885 -0.58169 0.32862
H -2.09630 -0.33996 -1.67748
H -3.89927 1.15514 -1.20601
H -2.92710 1.89976 0.14601
H -3.23753 0.24119 0.16142
C -8.65418 -0.16382 -1.95961
O -8.87791 1.15891 -2.17224
H -8.11003 -0.56297 -2.81558
H -8.07929 -0.24691 -1.03728
H -9.60501 -0.67042 -1.79412
H -9.15606 1.18385 -3.09072
O -6.60201 -6.80493 -2.14876
S -6.49466 -5.34409 -2.25613
O -7.05968 -4.46782 -1.22984
O -4.90619 -4.90559 -2.49666
C -4.08933 -4.47559 -1.37621
C -2.64553 -4.63261 -1.86304
C -7.10283 -4.75526 -3.92302
H -4.36619 -5.05767 -0.49722
H -4.34657 -3.45941 -1.07737
H -2.42746 -5.66026 -2.15371
H -1.88468 -4.32403 -1.14611
H -2.49873 -4.00648 -2.74311
H -8.19244 -4.72830 -3.91237
H -6.75031 -5.48458 -4.65235
H -6.66278 -3.76123 -4.00274
O 4.44271 1.43123 -1.01321
S 5.86284 1.79067 -1.12482
O 6.71328 1.61954 0.02571
O 6.51328 0.95467 -2.39322
C 7.92328 0.69085 -2.40968
C 8.14480 0.03484 -3.79575
C 6.01215 3.51255 -1.89707
H 8.21168 -0.01665 -1.63227
H 8.41326 1.66393 -2.37601
H 9.17494 -0.20258 -4.06132
H 7.69070 0.66629 -4.55940
H 7.58222 -0.89871 -3.80562
H 5.41815 4.25758 -1.36773
H 5.74404 3.47051 -2.95274
H 7.05414 3.81870 -1.80410
O 4.10713 -3.73602 3.92478
S 4.24404 -2.30071 4.23297
O 3.91916 -1.73479 5.57143
O 5.78452 -1.77326 3.88241
C 6.49791 -2.43040 2.87263
C 7.89407 -1.86178 2.70046
C 3.32308 -1.40662 2.86384
H 6.13314 -2.34639 1.84892
H 6.59452 -3.50233 3.04509
H 8.38548 -2.18923 1.78427
H 8.51865 -2.24437 3.50770
H 7.95114 -0.78324 2.84739
H 3.62933 -1.78636 1.88911
H 3.55574 -0.34180 2.87498
H 2.26519 -1.50874 3.10579
O -4.72974 4.91494 3.46785
S -3.58878 4.80366 4.33121
O -3.75894 5.25924 5.72634
O -3.13655 3.17272 4.35138
C -2.26566 2.82976 5.44188
C -1.12635 1.90546 4.98310
C -2.12625 5.57474 3.43476
H -2.82627 2.25051 6.17558
H -1.71424 3.62431 5.94459
H -1.45921 0.94615 4.58683
H -0.43313 1.72336 5.80430
H -0.45163 2.34797 4.25027
H -2.21824 6.65539 3.32606
H -2.04541 5.11004 2.45210
H -1.20197 5.35620 3.96961